C3H3LiO4Yb | wB97M-V/def2-TZVPD

Each line ends with the Löwdin charge.
Geometry (Å):
C  1.6484  -0.2221  -0.4949  -0.146
C  0.3290  -0.9332  -0.4020  -0.097
O  -0.5716  -0.4172  0.5683  -0.142
C  -1.2932  0.7706  0.3548  -0.726
O  -0.8992  1.7250  -0.2906  0.053
O  -2.4499  0.6217  0.8125  -0.082
O  1.8912  0.8620  -0.0116  0.014
H  2.4319  -0.8018  -1.0213  0.164
H  0.5159  -1.9822  -0.1406  0.152
H  -0.1164  -0.9256  -1.4113  0.172
Yb  -2.3182  -1.1690  2.1851  1.798
Li  0.8321  2.4720  -0.1485  0.839

Computed properties:
spin multiplicity: 1
total charge: +2
E: -43069.8815 eV



C3H3NO2 | wB97M-V/def2-TZVPD

Each line ends with the Löwdin charge.
Geometry (Å):
C  -0.0370  -1.3548  -0.7392  -0.307
C  -1.6622  -0.3883  -3.1249  -0.458
C  -0.0913  -0.4272  0.2973  -0.119
N  0.0331  -2.1495  -1.5623  0.196
O  -2.0015  -0.8698  -4.0975  0.233
O  -1.3378  0.2453  -2.2301  0.188
H  0.9591  -0.0339  0.6527  0.127
H  -0.5103  -1.0277  1.2444  0.132
H  -0.7333  0.3233  0.0691  0.008

Computed properties:
spin multiplicity: 3
⟨S²⟩: 2.005
E: -8737.6428 eV



C4H8NO2S | wB97M-V/def2-TZVPD

Each line ends with the Löwdin charge.
Geometry (Å):
O  -2.0710  0.8036  2.4769  -0.153
C  -1.5762  -0.0185  1.6915  -0.565
N  -1.5780  0.0349  0.3508  0.008
C  -0.5508  -0.7878  -0.1727  -0.474
C  0.8490  -0.2003  -0.3209  -0.749
S  2.1992  -1.2761  -0.2263  0.431
C  -0.0992  -0.5035  -1.6016  -0.103
O  0.3240  2.1674  -2.6517  -0.582
H  -1.1315  -0.9884  2.0655  0.091
H  1.1647  -0.0714  2.7775  0.020
H  -0.7446  -1.8676  -0.1175  0.112
H  0.8265  0.8144  0.0573  0.088
H  1.8231  -0.3633  2.9974  0.020
H  0.0026  2.9932  -3.0147  -0.213
H  0.5459  -1.2029  -2.1365  0.033
H  0.0163  0.4661  -2.1749  0.037

Computed properties:
spin multiplicity: 2
⟨S²⟩: 0.755
total charge: -2
E: -20692.2437 eV



C19H21O4SSn | wB97M-V/def2-TZVPD

Each line ends with the Löwdin charge.
Geometry (Å):
C  0.3659  -1.7837  3.0194  -0.125
C  -0.9692  -1.9604  2.5310  -0.119
C  -0.8789  -2.2239  1.1198  -0.131
H  -1.8957  -1.9035  3.0833  0.139
C  0.5116  -2.1919  0.7475  -0.135
C  1.2779  -1.8825  1.9114  -0.124
H  2.3503  -1.8232  2.0414  0.136
H  0.7460  -1.5957  4.0104  0.101
H  -1.7239  -2.4830  0.5007  0.129
H  0.9213  -2.4544  -0.2114  0.127
C  -1.0530  2.2023  1.6273  -0.130
C  -0.6893  1.8370  2.9635  -0.136
C  0.7338  1.6643  3.0206  -0.121
H  -1.4680  1.7595  3.7066  0.126
C  1.2612  1.9792  1.7336  -0.122
C  0.1616  2.3364  0.8803  -0.120
H  0.2413  2.7305  -0.1202  0.132
H  -2.0766  2.4521  1.3726  0.140
H  1.3425  1.3539  3.8597  0.123
H  2.3231  2.0115  1.5146  0.137
Sn  -0.1649  0.0206  1.4314  1.671
O  -0.3799  -0.1203  -2.4653  -0.120
C  -1.4946  -0.8643  -2.9971  -0.104
C  -0.1795  -0.8920  -3.7386  -0.197
H  -1.7522  -1.7417  -2.4077  0.099
H  -2.3007  -0.2928  -3.4583  0.122
H  0.3964  -1.8173  -3.6073  0.145
H  0.7335  -1.8948  -6.0623  0.113
C  0.4843  -0.8345  -6.1521  -0.034
C  0.0081  -0.1604  -4.9947  -0.192
C  -0.3525  1.1980  -5.1242  -0.033
H  -0.7213  1.7409  -4.2523  0.111
C  -0.1962  1.8618  -6.3454  -0.074
H  -0.4511  2.9245  -6.4083  0.109
C  0.2875  1.1836  -7.4749  -0.072
H  0.3991  1.7118  -8.4261  0.109
C  0.6246  -0.1789  -7.3734  -0.073
H  0.9969  -0.7155  -8.2548  0.112
C  1.1180  -0.4900  6.2799  -0.161
S  -0.4724  0.1897  5.9123  0.393
O  -1.3961  -0.4577  6.8374  -0.312
O  -0.2145  1.6035  5.9620  -0.332
O  -0.8069  -0.1559  4.5220  -0.473
H  1.3133  -0.1044  7.2617  0.065
H  1.9475  -0.1845  5.6770  0.049
H  1.0915  -1.5538  6.3471  0.056

Computed properties:
spin multiplicity: 1
total charge: +1
E: -44885.3051 eV



Calculated energy relative to the best compared isomer or geometry (same formula, charge and spin) in order - 0.0; 198.4; 349.2; 124.1 kJ/mol